Computed, not measured: a cluster of 4 separate species, C19H22BF24O6 in total at a distorted geometry, with the ωB97M-V functional and the def2-TZVPD basis.

Geometry (Å):
C  -0.7850  0.0577  2.4689
O  -0.0649  -0.3570  1.3411
C  -0.5249  0.1795  0.0758
B  0.6826  0.9811  -0.7925
O  1.7806  1.3358  0.1146
C  2.8676  0.4597  -0.0078
C  2.4636  -0.4965  -1.1719
O  1.3104  0.0331  -1.7654
H  -1.7949  0.4005  2.2325
H  -0.8404  -0.7969  3.1572
H  -0.2352  0.8433  3.0091
H  -1.4234  0.7943  0.2038
H  -0.8066  -0.7018  -0.5279
H  0.1200  1.9142  -1.3607
H  2.9711  -0.1024  0.9293
H  3.7804  1.0375  -0.1973
H  3.2634  -0.6528  -1.9029
H  2.1832  -1.4623  -0.7203
C  -3.5447  -4.9138  2.8063
C  -4.4793  -4.5063  1.6558
C  -4.2381  -3.1566  0.9707
F  -4.3812  -2.1352  1.8366
F  -5.1640  -3.0071  -0.0068
F  -5.7665  -4.6025  2.0620
F  -4.2959  -5.4454  0.6814
O  -3.9879  -4.6968  4.1393
C  -3.7860  -3.4793  4.7509
C  -5.1093  -2.7876  5.0954
F  -5.8668  -2.6123  3.9969
F  -4.8464  -1.5731  5.6302
F  -2.9754  -2.7050  4.0198
F  -3.1641  -3.7264  5.9289
H  -3.4749  -5.9978  2.7335
H  -2.5355  -4.5319  2.6529
H  -3.2415  -3.1163  0.5223
H  -5.6668  -3.3882  5.8175
C  3.4947  3.8321  2.2680
C  3.4384  5.1157  3.1088
C  3.7753  6.4365  2.4167
F  5.0409  6.4510  1.9508
F  3.6579  7.4474  3.3160
F  4.1899  4.9751  4.2258
F  2.1412  5.2502  3.5119
O  4.6628  3.0362  2.3558
C  5.7682  3.2748  1.5768
C  7.0011  3.6085  2.4198
F  6.7795  4.6878  3.1979
F  8.0409  3.8901  1.5972
F  5.5345  4.2137  0.6395
F  6.0220  2.1222  0.9280
H  2.7176  3.1906  2.6799
H  3.2099  4.0121  1.2311
H  3.0842  6.6235  1.5909
H  7.2613  2.7597  3.0548
C  -1.2471  0.2463  -6.3960
C  -0.6655  -0.9215  -7.2098
C  -1.6060  -2.0675  -7.5894
F  -2.1006  -2.6982  -6.5096
F  -0.9130  -2.9789  -8.3202
F  0.4372  -1.4046  -6.6082
F  -0.2705  -0.3836  -8.4079
O  -1.0448  0.2634  -5.0025
C  -1.8977  -0.3992  -4.1440
C  -1.1880  -1.5230  -3.3892
F  -0.6481  -2.4141  -4.2572
F  -2.0998  -2.1939  -2.6359
F  -3.0028  -0.8398  -4.7967
F  -2.3138  0.4937  -3.2309
H  -0.6962  1.1191  -6.7444
H  -2.2929  0.4233  -6.6534
H  -2.4347  -1.6952  -8.1986
H  -0.3958  -1.1237  -2.7486

Results
Total charge   -1
HOMO   -4.00 eV
Molecular weight   813.143 g mol⁻¹
DFT total energy   -3610.3570 hartree
LUMO   0.086 Eh

Results of the Mulliken charge analysis, in e, for atoms 1 through 4: C -0.576; O -0.394; C -0.355; B 0.610